1.
{"formula": "C55H60N6O2S3Sc", "method": "ωB97M-V/def2-TZVPD", "elements": ["Sc", "C", "C", "C", "C", "C", "C", "C", "S", "O", "O", "N", "C", "C", "C", "C", "C", "C", "C", "C", "N", "C", "H", "H", "H", "H", "H", "H", "H", "H", "H", "H", "H", "H", "H", "S", "C", "N", "C", "C", "N", "C", "C", "C", "C", "C", "C", "C", "C", "S", "C", "C", "C", "C", "C", "C", "C", "H", "H", "H", "H", "H", "H", "H", "H", "H", "H", "H", "H", "H", "H", "H", "H", "H", "H", "C", "C", "C", "C", "C", "C", "C", "C", "C", "C", "C", "C", "N", "C", "C", "C", "C", "C", "N", "C", "C", "C", "C", "H", "H", "H", "H", "H", "H", "H", "H", "H", "H", "H", "H", "H", "H", "H", "H", "H", "H", "H", "H", "H", "H", "H", "H", "H", "H", "H", "H", "H"], "xyz": [[0.1702, 0.1087, 0.1138], [4.4506, 3.7983, 6.4337], [3.6735, 2.9173, 5.4903], [2.6908, 3.4521, 4.6575], [1.9851, 2.6508, 3.7737], [2.2821, 1.2952, 3.7202], [3.2230, 0.7263, 4.5730], [3.9128, 1.5423, 5.4471], [1.4367, 0.2624, 2.6001], [1.2397, -1.0058, 3.2429], [0.2072, 0.9750, 2.1691], [2.0729, 0.1109, 1.1472], [3.3527, -0.2334, 0.7172], [4.5064, -0.3089, 1.4503], [5.7357, -0.6237, 0.8255], [5.8079, -0.8599, -0.5136], [4.6286, -0.7896, -1.2974], [4.6070, -1.0124, -2.6944], [3.4282, -0.9224, -3.3753], [2.2539, -0.6170, -2.6650], [2.2305, -0.4012, -1.3729], [3.4055, -0.4787, -0.6803], [4.3818, 4.8447, 6.1406], [5.5028, 3.5114, 6.4594], [4.0622, 3.7098, 7.4523], [2.4720, 4.5147, 4.7009], [1.1987, 3.0627, 3.1559], [3.3889, -0.3456, 4.5635], [4.6460, 1.1052, 6.1158], [4.4828, -0.1224, 2.5140], [6.6332, -0.6718, 1.4305], [6.7488, -1.1043, -0.9929], [5.5328, -1.2564, -3.2044], [3.3790, -1.0879, -4.4437], [1.3001, -0.5597, -3.1831], [-2.2806, 1.8147, 0.8532], [-3.4572, 0.9776, 1.6578], [-4.4938, 1.5574, 2.2649], [-5.5012, 0.7421, 2.9506], [-5.7515, -0.4801, 2.1216], [-4.4861, -1.2106, 1.9849], [-4.5508, -2.6719, 2.1915], [-5.0018, -3.0003, 3.5950], [-4.2276, -2.5842, 4.6781], [-4.6406, -2.8514, 5.9751], [-5.8289, -3.5400, 6.2001], [-6.5979, -3.9618, 5.1257], [-6.1859, -3.6878, 3.8251], [-3.3557, -0.5429, 1.7792], [-1.8606, -1.2635, 1.7671], [-4.6171, 3.0220, 2.3907], [-4.0696, 3.5145, 3.7129], [-4.8409, 3.4520, 4.8714], [-4.3239, 3.8805, 6.0867], [-3.0305, 4.3826, 6.1520], [-2.2580, 4.4549, 5.0001], [-2.7741, 4.0226, 3.7848], [-6.4105, 1.3287, 3.0509], [-5.1626, 0.4577, 3.9504], [-6.1319, -0.2009, 1.1360], [-6.4736, -1.1291, 2.6071], [-3.5639, -3.0749, 2.0021], [-5.2406, -3.0879, 1.4536], [-3.2901, -2.0620, 4.4992], [-4.0313, -2.5315, 6.8122], [-6.1517, -3.7483, 7.2133], [-7.5192, -4.5054, 5.2971], [-6.7876, -4.0223, 2.9845], [-5.6735, 3.2696, 2.2890], [-4.0753, 3.4741, 1.5684], [-5.8617, 3.0823, 4.8261], [-4.9342, 3.8321, 6.9811], [-2.6299, 4.7268, 7.0977], [-1.2520, 4.8563, 5.0459], [-2.1732, 4.0789, 2.8829], [-3.3536, 2.9815, -3.7296], [-2.9300, 3.0347, -2.2526], [-4.0008, 3.8085, -1.4677], [-1.5459, 3.6567, -2.0742], [-1.4478, 5.0323, -2.2783], [-0.2588, 5.7159, -2.1119], [0.8722, 5.0225, -1.7229], [0.8348, 3.6514, -1.5118], [2.1149, 2.9504, -1.1032], [3.2744, 3.2284, -2.0584], [2.4781, 3.3340, 0.3311], [-0.3778, 2.9608, -1.6878], [-0.3787, 1.5295, -1.4940], [-0.8525, 0.8096, -2.4778], [-1.0343, -0.5803, -2.4114], [-1.5575, -1.4321, -3.3825], [-1.4144, -2.7208, -2.8822], [-0.8200, -2.6161, -1.6092], [-0.6111, -1.3235, -1.3105], [-0.3197, -3.7683, -0.7512], [-1.4629, -4.4007, 0.0626], [0.7800, -3.2745, 0.1938], [0.2598, -4.8558, -1.6671], [-4.3436, 2.5247, -3.8218], [-2.6640, 2.4111, -4.3556], [-3.4072, 3.9923, -4.1440], [-2.9179, 2.0216, -1.8529], [-4.2582, 4.7486, -1.9629], [-3.6560, 4.0378, -0.4572], [-4.9164, 3.2130, -1.3971], [-2.3340, 5.5818, -2.5804], [-0.2148, 6.7846, -2.2859], [1.8077, 5.5564, -1.5907], [1.9405, 1.8850, -1.1369], [3.5882, 4.2742, -2.0121], [2.9964, 3.0035, -3.0915], [4.1364, 2.6101, -1.7914], [2.6759, 4.4084, 0.4035], [3.3671, 2.7954, 0.6721], [1.6514, 3.1001, 0.9998], [-1.0796, 1.2930, -3.4210], [-1.9687, -1.1335, -4.3395], [-1.7001, -3.6392, -3.3746], [-1.7762, -3.7488, 0.8739], [-1.1295, -5.3506, 0.4924], [-2.3276, -4.5996, -0.5787], [0.3978, -2.5416, 0.9059], [1.6071, -2.8274, -0.3615], [1.1716, -4.1045, 0.7842], [-0.5334, -5.3866, -2.1988], [0.8078, -5.5880, -1.0682], [0.9432, -4.4332, -2.4083]], "forces_ev_per_angstrom": [[-0.333, 0.304, -0.209], [-0.090, -0.083, 0.007], [0.016, 0.092, -0.013], [0.019, 0.045, 0.046], [0.112, -0.036, 0.055], [0.103, 0.193, -0.052], [-0.056, -0.046, 0.018], [0.059, 0.048, 0.073], [-0.134, -0.370, -0.141], [0.164, 0.004, 0.165], [0.116, -0.036, 0.234], [0.042, 0.165, 0.120], [-0.326, -0.044, 0.155], [0.018, -0.016, 0.097], [-0.006, 0.033, 0.102], [-0.018, -0.034, -0.131], [0.054, -0.010, -0.131], [0.080, -0.021, 0.063], [0.065, -0.033, -0.082], [-0.175, -0.045, -0.109], [-0.253, 0.038, 0.387], [-0.007, -0.015, -0.214], [0.013, -0.012, 0.005], [-0.047, 0.016, -0.010], [0.014, -0.008, -0.066], [0.036, -0.089, 0.009], [0.063, -0.023, -0.026], [-0.019, 0.088, -0.019], [-0.009, 0.037, -0.037], [0.049, -0.002, -0.001], [-0.066, -0.005, -0.006], [-0.053, 0.025, 0.033], [-0.052, 0.022, 0.010], [-0.014, 0.010, 0.058], [0.108, -0.032, 0.033], [0.111, -0.196, -0.153], [0.059, -0.058, 0.037], [-0.177, -0.001, 0.071], [0.179, 0.123, 0.010], [0.164, -0.136, -0.156], [-0.184, -0.034, 0.048], [-0.086, 0.133, 0.007], [0.031, 0.110, 0.002], [0.035, -0.003, 0.029], [0.003, 0.004, -0.045], [0.006, 0.020, -0.026], [0.019, 0.000, -0.006], [-0.036, -0.048, 0.015], [0.013, 0.091, 0.068], [0.150, -0.145, -0.080], [0.134, -0.084, 0.227], [0.006, -0.004, -0.006], [0.007, 0.009, 0.002], [-0.012, -0.015, -0.015], [0.001, -0.008, -0.038], [-0.029, -0.016, -0.026], [0.003, -0.022, 0.010], [-0.029, 0.065, -0.032], [0.026, 0.059, 0.038], [-0.013, -0.054, -0.043], [-0.009, -0.087, 0.049], [0.083, -0.005, -0.073], [-0.028, 0.056, 0.020], [-0.092, -0.038, 0.022], [-0.033, -0.015, -0.046], [0.025, 0.001, -0.057], [0.040, 0.034, -0.015], [0.035, 0.033, 0.061], [-0.036, -0.041, 0.010], [-0.016, -0.002, -0.064], [0.066, 0.034, -0.002], [0.033, 0.010, -0.058], [-0.016, -0.021, -0.038], [-0.056, -0.024, -0.001], [-0.040, 0.001, 0.063], [0.021, -0.029, 0.039], [0.029, 0.057, -0.120], [0.046, 0.006, 0.067], [-0.042, -0.031, 0.096], [-0.042, -0.007, -0.059], [-0.009, 0.050, -0.011], [0.027, 0.076, 0.020], [-0.023, -0.095, -0.051], [-0.013, 0.279, 0.093], [0.003, -0.017, -0.082], [0.094, 0.041, -0.032], [0.161, -0.015, -0.086], [0.003, 0.134, -0.328], [0.047, 0.131, 0.146], [-0.154, -0.044, 0.226], [0.042, -0.237, -0.231], [-0.179, -0.064, -0.008], [0.203, -0.159, -0.142], [0.066, 0.331, 0.073], [-0.113, 0.119, 0.056], [0.004, -0.074, -0.122], [-0.019, -0.074, -0.145], [0.071, 0.034, -0.087], [0.073, 0.059, 0.006], [0.007, 0.016, 0.062], [-0.003, -0.074, 0.024], [0.056, -0.088, -0.018], [0.017, -0.070, 0.042], [-0.043, -0.007, -0.121], [0.061, 0.047, -0.022], [0.086, -0.058, 0.036], [-0.004, -0.053, 0.016], [-0.064, -0.053, -0.015], [-0.058, -0.250, 0.027], [0.001, -0.060, -0.025], [0.037, 0.016, 0.055], [-0.035, 0.038, -0.003], [-0.001, -0.091, 0.009], [-0.046, 0.022, -0.005], [-0.025, 0.007, 0.088], [-0.226, 0.108, -0.083], [0.069, -0.044, 0.126], [0.043, 0.072, 0.040], [-0.016, 0.014, -0.005], [-0.021, 0.076, -0.022], [0.093, -0.018, 0.049], [-0.025, 0.065, 0.148], [0.017, -0.034, 0.000], [-0.010, 0.028, 0.019], [0.052, 0.046, -0.005], [-0.064, 0.023, -0.037], [-0.007, -0.033, 0.069]], "lowdin_charge": [0.968, -0.039, -0.248, -0.018, -0.044, -0.282, -0.063, -0.020, 0.609, -0.272, -0.494, -0.195, -0.241, 0.007, -0.055, -0.031, -0.145, 0.012, -0.023, -0.093, 0.072, -0.171, 0.079, 0.085, 0.092, 0.119, 0.106, 0.121, 0.124, 0.094, 0.113, 0.118, 0.126, 0.114, 0.111, 0.867, -0.620, -0.081, -0.104, -0.092, -0.087, -0.099, -0.225, -0.034, -0.068, -0.078, -0.072, -0.047, -0.627, 0.831, -0.109, -0.201, -0.046, -0.073, -0.079, -0.071, -0.034, 0.132, 0.142, 0.145, 0.131, 0.067, 0.138, 0.111, 0.108, 0.107, 0.108, 0.116, 0.134, 0.064, 0.110, 0.107, 0.106, 0.103, 0.097, -0.053, -0.397, -0.082, -0.140, -0.034, -0.055, -0.031, -0.132, -0.379, -0.046, -0.044, -0.156, -0.048, -0.100, -0.339, -0.014, -0.018, -0.238, -0.004, -0.527, -0.042, -0.043, -0.047, 0.085, 0.068, 0.083, 0.087, 0.078, 0.046, 0.086, 0.114, 0.110, 0.115, 0.071, 0.078, 0.089, 0.080, 0.092, 0.086, 0.057, 0.139, 0.116, 0.109, 0.011, 0.093, 0.093, 0.021, 0.081, 0.103, 0.084, 0.089, 0.091], "charge": 1}

2.
{"formula": "C6H13N2SSi", "method": "ωB97M-V/def2-TZVPD", "elements": ["C", "C", "C", "C", "C", "C", "N", "N", "Si", "S", "H", "H", "H", "H", "H", "H", "H", "H", "H", "H", "H", "H", "H"], "xyz": [[1.2299, 1.0775, -0.4771], [1.5702, 1.8362, 1.6827], [0.5608, 0.6373, 1.6992], [0.1934, -0.6495, -2.2646], [-2.4199, -0.1242, -0.7446], [-0.5512, -2.5527, 0.2376], [1.6378, 2.0543, 0.2406], [0.4108, 0.2120, 0.3478], [-0.6788, -0.8272, -0.5789], [1.3490, 0.8432, -2.1427], [1.1230, 2.7164, 2.3431], [2.5370, 1.4241, 2.0139], [0.9562, -0.1817, 2.4579], [-0.4895, 0.8394, 2.0458], [0.9620, -1.4368, -2.5627], [-0.3600, -0.4407, -3.1533], [-2.7504, -0.2028, -1.7805], [-3.1299, -0.5996, -0.1216], [-2.6039, 0.9049, -0.3739], [-0.3350, -3.2034, -0.5394], [0.2793, -2.5554, 1.0586], [-1.5460, -2.7366, 0.6968], [2.0551, 2.9654, -0.0847]], "forces_ev_per_angstrom": [[-3.641, -2.721, 1.538], [-1.931, -0.291, 1.290], [-0.949, -1.240, 3.036], [2.817, -0.216, 0.131], [0.586, 0.951, 0.155], [0.016, 2.648, 2.288], [2.293, 4.277, 0.746], [3.119, 1.325, -3.438], [-0.363, -0.730, 0.541], [-0.476, -0.358, -0.328], [1.449, -1.624, -1.736], [-0.304, 0.808, 0.197], [-0.701, 1.366, -1.812], [1.099, 0.448, 0.186], [-1.287, 0.563, 0.649], [-0.815, 0.096, -0.351], [-0.082, 0.085, 0.029], [-0.716, -1.273, 0.508], [0.749, -0.119, -0.633], [0.375, -1.770, -1.163], [-1.520, -0.093, -1.598], [0.737, -0.312, -0.244], [-0.456, -1.819, 0.007]], "lowdin_charge": [-0.635, -0.092, -0.181, -0.401, -0.145, -0.138, 0.032, -0.135, 0.557, 1.029, 0.176, 0.128, 0.158, 0.132, 0.069, 0.025, 0.040, 0.013, 0.053, -0.010, 0.078, 0.043, 0.202], "charge": 1}

3.
{"formula": "CH4NP", "method": "ωB97M-V/def2-TZVPD", "elements": ["C", "N", "P", "H", "H", "H", "H"], "xyz": [[1.0778, 0.2719, -0.1150], [-3.3139, 0.6570, 0.8764], [-2.6709, 0.0176, -0.3626], [1.7347, -0.1674, -0.8975], [0.7750, 1.3214, -0.2358], [0.8367, -0.2505, 0.8196], [-2.8984, 1.1110, 1.7026]], "forces_ev_per_angstrom": [[0.179, 0.182, -0.341], [0.170, 0.182, 0.324], [0.077, 0.157, 0.299], [-0.710, 0.258, 0.876], [0.165, -0.661, 0.132], [0.237, 0.230, -0.649], [-0.117, -0.347, -0.641]], "lowdin_charge": [0.015, -0.492, 0.589, -0.013, -0.033, -0.030, -0.036]}

4.
{"formula": "C9H16Br2F2INO2PS", "method": "ωB97M-V/def2-TZVPD", "elements": ["C", "C", "C", "F", "C", "C", "C", "F", "C", "O", "O", "N", "I", "P", "S", "H", "H", "H", "H", "H", "H", "H", "H", "H", "H", "H", "H", "Br", "C", "C", "Br", "H", "H", "H", "H"], "xyz": [[2.4463, 1.0069, -1.0523], [1.1168, 0.1757, -0.4688], [0.1192, -0.0333, -1.7366], [0.4608, 0.9523, -2.8302], [-1.4834, -0.1166, -1.4060], [-2.2857, 1.3119, -1.4370], [-1.4528, 2.6231, -0.9418], [-0.9426, 3.4292, -2.1141], [-2.1131, -0.9571, -2.7179], [-1.5691, -0.9426, -3.9371], [-3.3734, -1.7062, -2.4676], [-1.8628, -0.9748, -0.2249], [-1.9956, -0.0070, 1.5593], [-1.0460, -2.5447, -0.1721], [-2.2841, -3.9406, 0.4772], [2.1641, 2.1335, -1.3285], [3.1651, 1.1084, -0.1046], [2.9685, 0.4492, -1.9420], [1.5012, -0.8862, -0.1327], [0.7155, 0.8190, 0.4163], [0.4025, -1.0923, -2.2127], [-3.3379, 1.2889, -0.8734], [-2.5728, 1.5080, -2.5796], [-2.2479, 3.3471, -0.4215], [-0.6279, 2.4351, -0.1356], [-0.5086, -2.9983, -1.4552], [0.0307, -2.4874, 0.8148], [1.2017, -2.6327, 3.5311], [1.8280, -0.8626, 3.0032], [2.0812, 0.0103, 4.2100], [0.4093, 0.6761, 4.9632], [1.0823, -0.4512, 2.3180], [2.7579, -1.0423, 2.4561], [2.6414, 0.9060, 3.9272], [2.6112, -0.5049, 5.0157]], "forces_ev_per_angstrom": [[-0.073, 0.447, 1.473], [1.390, 0.890, -1.438], [0.633, -0.826, -0.411], [-1.115, -1.935, 2.736], [-0.777, 0.257, -2.462], [-0.080, 0.635, -1.017], [-1.552, 1.017, 0.201], [-0.753, -1.842, 2.574], [-4.329, -3.602, -3.837], [-1.620, 0.523, 6.252], [6.694, 4.121, -0.453], [2.130, 0.060, -1.663], [0.174, -0.209, 0.400], [-1.838, -1.344, 1.149], [0.722, 0.625, -0.154], [0.479, -2.742, 0.330], [-1.182, -0.371, -2.184], [-1.075, 1.215, 1.819], [-0.929, 2.175, -0.407], [0.465, -1.470, -1.631], [-0.650, 2.553, 0.805], [2.554, -0.339, -1.094], [0.805, -0.388, 2.502], [1.809, -1.442, -1.215], [-1.193, 0.331, -2.052], [-0.254, 1.221, 0.903], [-0.407, 0.418, -1.155], [-0.052, 0.149, -0.081], [0.191, -0.248, -0.021], [0.005, 0.257, -0.046], [0.098, -0.062, 0.065], [0.114, -0.042, 0.260], [-0.118, 0.101, 0.126], [-0.097, -0.175, -0.020], [-0.169, 0.042, -0.254]], "lowdin_charge": [-0.130, -0.223, -0.205, -0.097, -0.450, -0.145, -0.151, -0.161, -0.444, -0.120, -0.258, -0.720, 0.908, 0.252, 0.045, 0.092, 0.070, 0.086, 0.097, 0.055, 0.140, 0.118, 0.153, 0.122, 0.087, 0.026, -0.077, 0.614, -0.716, -0.689, 0.575, -0.022, 0.061, 0.057, 0.050], "charge": -1}

Record order is preserved below.
F_max: 0.497; 4.910; 1.157; 7.874 eV Å⁻¹
Record order is preserved below.
E_tot: -4566.1628; -1033.4054; -436.4658; -6942.6326 Ha